[1]
This record from OMol25 describes 2 unconnected molecules or ions with the total composition C3H8O in a non-equilibrium geometry. The level of theory is ωB97M-V with the def2-TZVPD basis set.

Atoms and positions in Å:
O1 -1.5558 1.4013 1.7584
H1 2.5810 -2.8810 -2.6023
H2 -0.8759 -0.8546 0.1594
H3 0.2073 0.1524 -0.6863
H4 0.5457 -0.0825 1.0239
C1 -0.2544 0.0628 0.3001
H5 1.3559 -2.0787 -1.6155
C2 2.3590 -1.9708 -2.0458
C3 -1.2617 1.1256 0.6342
H6 2.3610 -1.0547 -2.6310
H7 3.1272 -1.8495 -1.2920
H8 -1.7024 1.6043 -0.2656

Summary:
Highest occupied orbital energy (alpha / beta), Eh: -0.590 / -0.590
2S+1: 2
Orbital gap (alpha / beta), eV: 9.5 / 5.7
Expectation value of S²: 0.76
Total charge: +1
Max |F|, Eh/bohr: 0.0305
Energy relative to the best compared isomer or geometry (same formula, charge and spin), kJ/mol: 97.8

Atomic partial charges in e from the Löwdin method, atoms 1 to 4: O 0.400; H 0.029; H 0.150; H 0.107

=====

[2]
This record from OMol25 describes 2 unconnected molecules or ions with the total composition C27H20F4O2S in a non-equilibrium geometry. The level of theory is ωB97M-V with the def2-TZVPD basis set.

Atoms and positions in Å:
C1 -4.3883 0.5066 -3.4483
H1 -1.3955 1.6583 3.7969
H2 4.2017 3.0520 -2.3423
C2 2.9643 -3.3323 2.5392
C3 -3.4083 1.0870 3.3429
C4 0.6600 -2.6607 2.1664
H3 -4.3386 -1.8876 1.9941
C5 3.2330 -2.0749 3.0999
H4 -1.9103 -2.2427 2.0725
C6 -3.6798 -1.1104 2.3466
C7 5.9864 1.0630 -2.3041
O1 -0.9316 2.9362 -0.9282
C8 -4.4781 0.4982 -1.0445
C9 -5.0931 0.2681 -2.2718
C10 -4.2054 0.0842 2.8229
C11 4.4925 0.9408 -2.3112
C12 -2.2919 -1.2743 2.3492
H5 0.4759 0.7507 2.8125
C13 3.7134 2.0915 -2.2671
C14 2.4887 -0.3856 -2.1528
C15 -1.4104 -0.2312 2.7318
C16 1.6640 -3.6219 2.1124
C17 3.8703 -0.3043 -2.2893
H6 1.9838 -1.3546 -2.2510
F1 -5.5569 0.3013 2.7008
H7 -0.3399 -2.9469 1.8662
H8 1.4379 -4.6262 1.7463
H9 1.7663 2.9462 -2.2633
S1 -0.8165 1.9557 -2.0010
F2 6.4615 1.1491 -1.0235
H10 -4.8668 0.3359 -4.4100
C18 0.9299 -1.3360 2.6281
C19 -2.4692 1.2300 -2.1674
H11 -5.0147 0.3474 -0.1108
C20 0.2878 0.6854 -1.5692
C21 -3.1634 0.9555 -0.9892
O2 -0.5293 2.3485 -3.3766
H12 4.4624 -1.2108 -2.3676
H13 -6.1083 -0.1103 -2.3044
F3 6.4043 2.1872 -2.9491
H14 -2.6714 1.1481 -0.0386
C22 2.3360 2.0224 -2.1417
H15 -0.1924 -0.2628 -1.7926
H16 4.2265 -1.8600 3.4998
C23 -2.0330 0.9165 3.3194
F4 6.6158 0.0100 -2.8883
C24 1.6761 0.7787 -1.9223
H17 -3.8620 1.9807 3.7653
H18 3.7558 -4.0726 2.4573
C25 -3.0763 0.9877 -3.4098
H19 -2.5423 1.2034 -4.3327
C26 0.0169 -0.2355 2.6294
H20 2.4228 -0.1709 3.6959
C27 2.2400 -1.1135 3.1732

Summary:
Highest occupied orbital energy, Eh: -0.230
Orbital gap, eV: 2.9
Total charge: 0
Max |F|, Eh/bohr: 0.0271

Atomic partial charges in e from the Löwdin method, atoms 1 to 4: C -0.077; H 0.123; H 0.119; C -0.056

=====

[3]
This record from OMol25 describes a molecular structure, C31H31BBrCl5N5OS2SbTc. The level of theory is ωB97M-V with the def2-TZVPD basis set.

Atoms and positions in Å:
Cl1 3.6817 3.2361 1.1453
C1 1.2117 2.3137 1.6100
H1 1.5936 -0.9253 -4.1515
Br1 3.3396 -4.6291 3.7153
Cl2 3.1658 5.2660 3.4781
C2 -4.6025 -1.9920 1.5891
C3 -1.8684 0.1286 -4.8485
C4 0.1202 1.4482 -5.1531
H2 -2.6638 0.0653 -2.8755
C5 -0.3545 -3.0672 -2.9344
N1 -0.7863 -3.6723 -1.6908
Cl3 -1.7416 3.1517 4.1840
C6 1.2685 -1.4448 0.9590
C7 -2.7763 -1.8877 2.8705
C8 2.1201 -3.6990 1.3232
H3 0.2926 -3.7693 -3.4552
C9 -0.8523 1.2224 -2.9339
H4 0.1866 -2.1490 -2.7275
H5 -5.5894 -0.2582 2.5330
C10 0.7342 4.1213 3.7190
H6 -2.5779 -4.6797 2.1977
C11 2.4579 -1.1097 -3.5174
H7 2.6349 -1.7848 4.0683
N2 -1.8080 -3.9243 0.2191
C12 0.0197 2.3012 2.3320
C13 1.5188 -2.7453 0.5176
H8 4.0471 -0.2849 0.3080
H9 3.3520 -0.7099 -3.9942
H10 -5.2469 -2.3880 0.8262
C14 1.7135 -1.1198 2.2441
C15 -3.4904 -0.0187 4.3584
H11 0.8466 2.4350 -3.4115
N3 -3.3743 -2.5718 1.8607
H12 -3.6528 1.0167 4.0626
C16 -1.8665 0.4395 -3.5020
H13 -0.2629 2.4259 -1.2831
H14 -1.7920 1.5632 -1.0583
C17 2.5149 -3.3415 2.6018
H15 0.8765 1.8673 -5.8041
B1 -2.9720 -3.9465 1.3333
H16 2.2825 -4.7063 0.9644
C18 3.9802 -0.8117 -0.6425
C19 3.0283 1.8187 -2.1845
C20 -1.3708 -5.1548 -0.2022
C21 -0.7438 -5.0125 -1.3929
H17 -1.5763 -6.0339 0.3806
Cl4 -1.1428 1.0636 1.8997
Tc1 0.1451 0.0746 -0.0117
N4 -0.8154 -0.0044 -8.1921
H18 -3.9253 -4.3924 0.7337
N5 -3.6393 -0.8871 3.2162
H19 1.5659 -0.1249 2.6492
C22 2.3257 -2.0532 3.0676
S1 -1.2687 -2.1984 3.5507
H20 -2.4795 -0.1425 4.7419
Sb1 2.2747 -0.0945 -1.6610
Cl5 0.4371 5.2372 4.9903
H21 2.4785 2.5901 -1.6529
C23 -0.8411 0.2685 -7.0759
H22 2.9663 1.9684 -3.2589
C24 -0.8599 0.6116 -5.6821
C25 1.9531 4.1355 3.0348
C26 -1.4049 -3.0277 -0.6700
C27 2.1886 3.2452 1.9986
S2 -1.6656 -1.3037 -0.7240
H23 4.8621 -0.6074 -1.2491
H24 -4.2069 -0.2892 5.1357
C28 -0.2378 3.1918 3.3645
C29 0.1098 1.7477 -3.8036
O1 1.4316 1.5007 0.6043
H25 3.8882 -1.8767 -0.4489
H26 -1.2122 -2.8211 -3.5598
H27 2.5855 -2.1768 -3.3511
H28 -0.2808 -5.7268 -2.0492
H29 1.2449 -3.0437 -0.4867
H30 -2.6575 -0.4843 -5.2639
C30 -4.7762 -0.9527 2.4228
C31 -0.7828 1.4829 -1.4780
H31 4.0728 1.8461 -1.8775

Summary:
Highest occupied orbital energy (alpha / beta), Eh: -0.252 / -0.252
2S+1: 4
Orbital gap (alpha / beta), eV: 5.7 / 5.1
Expectation value of S²: 3.79
Total charge: 0
Max |F|, Eh/bohr: 0.0113
Energy relative to the best compared isomer or geometry (same formula, charge and spin), kJ/mol: 167.0

Atomic partial charges in e from the Löwdin method, atoms 1 to 4: Cl 0.745; C -0.460; H 0.000; Br 0.739

=====

[4]
This record from OMol25 describes a molecular structure, C43H117AgN10O11 in a non-equilibrium geometry. The level of theory is ωB97M-V with the def2-TZVPD basis set.

Atoms and positions in Å:
H1 -0.4010 7.1480 -18.3425
O1 -9.0153 5.5318 -17.4079
C1 -5.9995 -3.0448 -18.7676
H2 -1.0128 1.4665 -12.9190
H3 -4.0161 0.0283 -16.7717
N1 -5.2939 -0.1192 -12.1089
Ag1 -5.7443 3.3280 -12.3361
C2 -2.6232 -0.5469 -20.4335
N2 -6.2133 5.7425 -12.6087
H4 -9.1407 0.7015 -14.9082
C3 -4.1282 -2.2082 -12.8422
H5 -5.7385 5.5129 -20.8640
H6 -5.3008 5.5958 -15.1714
N3 -3.7852 -3.9532 -19.0928
O2 -3.1652 -0.0976 -22.7277
H7 -3.6740 -0.6351 -20.1286
H8 -9.9289 7.0912 -16.2824
H9 -4.0574 -1.8026 -13.8524
H10 -7.6792 0.9897 -14.4323
H11 -6.5672 8.3185 -12.7640
C4 -0.1122 5.4908 -14.3466
H12 -4.3364 2.6607 -17.4759
H13 -7.4506 3.6693 -19.1072
O3 -0.4274 5.6445 -19.8084
H14 -5.3857 0.6839 -20.3542
C5 -8.6200 3.9774 -15.4836
H15 -5.1755 -2.4394 -16.4615
H16 -6.9242 3.1581 -14.7491
H17 1.7101 7.0639 -13.2543
H18 -9.1113 -2.3048 -18.0590
H19 -2.7945 4.5840 -19.6963
H20 -7.8291 -4.9747 -13.8841
H21 -3.8501 2.3758 -13.3752
H22 -8.8901 -4.2121 -15.0643
N4 -8.6264 1.6246 -19.9378
H23 -6.4057 7.8732 -14.3799
H24 -6.8700 -0.2285 -20.6120
O4 -0.8181 2.4949 -9.9377
C6 -4.8617 -3.7895 -18.1039
N5 -8.5739 0.6558 -14.0582
H25 -4.2483 -3.2920 -12.8962
H26 -3.3346 6.6519 -16.6720
O5 -4.8228 8.9910 -13.6896
H27 -2.2326 5.9123 -12.6420
H28 -3.1749 -2.0342 -12.3371
H29 -0.8279 -0.0205 -19.3673
H30 -6.5275 1.1119 -21.6722
H31 -3.7330 -2.0406 -17.3724
O6 -7.9328 -2.9749 -13.7557
H32 -1.4875 7.4076 -19.6940
H33 -1.3851 0.5734 -21.8430
H34 -10.0755 -0.1527 -12.1310
H35 -3.8949 6.6095 -14.8638
H36 -8.1910 -2.1964 -19.5836
H37 -3.9918 4.7235 -18.4248
O7 -6.7484 3.7098 -20.9715
C7 -2.1948 6.0096 -18.2176
H38 -5.7185 3.2522 -19.1951
H39 -6.9210 5.5470 -13.3177
H40 -4.4007 6.7220 -12.3926
C8 -1.9064 -0.0294 -19.1954
C9 -4.8297 2.9006 -16.5286
H41 -8.5544 3.1137 -16.1620
H42 -10.3536 6.8826 -17.9664
H43 0.5359 7.0365 -21.0234
H44 -2.8568 1.6660 -23.7078
H45 -7.1564 -1.4247 -14.9114
H46 -2.6841 -2.5379 -20.1947
H47 -3.3195 7.6958 -17.8966
H48 -1.0382 3.6307 -11.5624
H49 -6.6687 6.2221 -11.8363
H50 -5.2048 -4.7579 -17.7345
C10 -6.6836 3.1344 -19.6917
H51 -0.7004 6.0698 -15.0695
O8 -0.7396 4.2302 -14.1688
C11 -10.0436 4.0305 -14.9503
H52 -5.7218 0.4214 -17.0370
N6 -7.6784 3.7482 -14.3674
H53 -8.9781 0.6771 -19.9390
H54 -10.1855 3.2207 -14.2266
C12 -0.1941 6.3006 -13.0402
H55 -3.5982 0.3327 -24.6532
C13 -8.1084 -1.7885 -14.4923
H56 -7.0053 5.3497 -22.1130
C14 -5.3109 -1.5878 -12.0877
C15 -2.8319 0.5998 -23.9318
H57 -7.7263 -0.6362 -12.7495
N7 0.7881 7.3922 -12.9725
C16 -4.3121 9.5681 -12.4979
H58 -1.3188 0.4717 -11.4811
H59 -7.8042 -1.1039 -18.2789
H60 -7.2721 -3.8327 -9.6724
C17 -1.7933 1.0021 -12.3150
H61 1.1104 5.3687 -21.1272
C18 -8.5125 -0.6810 -13.5064
H62 0.5608 8.0242 -13.7470
H63 -1.7220 7.4304 -11.9440
H64 -7.0270 1.4269 -18.6346
H65 -10.8173 3.9554 -15.7092
H66 -7.1929 4.9521 -16.7115
H67 -8.1337 6.0514 -15.6486
H68 -7.0604 -4.1279 -15.2622
C19 -4.3320 -2.8696 -16.9964
H69 -5.7667 -2.0207 -19.0853
H70 1.5492 6.2741 -19.7375
C20 -4.6151 5.9205 -14.3934
H71 -2.2790 1.3813 -8.8001
C21 -6.7274 5.0927 -21.0914
C22 -6.4394 0.7748 -20.6393
C23 -3.2633 5.2906 -19.0058
H72 -2.9923 -4.3680 -18.6136
H73 -6.2425 -1.8809 -12.5731
C24 -5.1615 6.6326 -13.1690
C25 -6.7734 -3.9683 -10.6342
H74 -4.3547 0.2546 -12.1482
C26 -1.6914 3.0835 -10.8782
H75 -8.8244 1.9926 -20.8633
C27 -4.9287 0.3750 -16.2830
C28 -8.1825 5.1757 -16.3100
C29 -5.4046 -2.0446 -10.6320
C30 -4.7234 1.7230 -15.5534
H76 -6.2700 -3.5446 -19.7160
C31 -7.9106 -4.1401 -14.5825
H77 -2.2061 0.9975 -18.9599
C32 -1.6032 6.7868 -12.8200
H78 -8.1002 3.0783 -13.7238
N8 -3.2941 2.9182 -12.6975
H79 -3.3193 1.7229 -10.9495
H80 -10.9922 5.7634 -16.7265
H81 0.9198 5.3103 -14.6598
H82 -3.9066 5.1335 -14.1221
H83 -6.7174 -4.9829 -11.0166
C33 -8.1297 -2.1310 -18.4896
H84 -9.8789 -1.8213 -12.1171
H85 -5.8431 3.2475 -16.7419
O9 -5.4484 -3.4575 -10.5202
H86 -5.1732 -0.4229 -15.5792
C34 -2.5961 2.1431 -11.6545
H87 -3.5118 10.2055 -12.8657
H88 -1.8959 4.0243 -15.9026
C35 -2.4380 0.3730 -21.6221
H89 -2.2903 3.8423 -10.3557
C36 -1.0692 6.6303 -19.0369
N9 -2.7140 7.0910 -17.3464
C37 0.7251 6.1286 -20.4456
N10 -2.0779 -1.9006 -20.7235
H90 -6.2506 -1.5823 -10.1110
H91 -3.8760 5.9803 -19.5950
C38 -5.7951 7.9965 -13.4765
H92 -1.8574 0.2587 -24.2812
H93 -3.8653 8.8315 -11.8213
H94 -2.5722 3.4058 -13.2192
H95 -3.6493 1.6751 -15.2855
C39 -9.8422 -0.9782 -12.8083
O10 -5.4143 1.8868 -14.3705
C40 -1.0243 3.5869 -15.3993
H96 -10.6053 -1.0838 -13.5824
H97 -7.4482 5.5871 -20.4225
H98 0.0477 5.7048 -12.1523
H99 -5.0917 10.0999 -11.9484
H100 -2.1105 -0.6555 -18.3284
H101 -4.0474 -4.5980 -19.8323
H102 -5.6354 0.1940 -13.0227
H103 -2.3828 0.2856 -12.8767
H104 -4.5246 -1.7484 -10.0497
H105 -0.7408 1.6013 -8.0880
C41 -1.4477 2.0965 -8.7551
C42 -7.1853 1.6925 -19.6863
H106 -1.8270 2.9798 -8.2237
H107 -10.2480 4.8895 -14.2994
H108 -2.8195 1.3414 -21.2624
H109 -1.9706 7.4220 -13.6337
H110 -0.1455 3.6403 -16.0451
H111 -3.6268 -3.4121 -16.3594
H112 -7.3727 -3.4080 -11.3615
H113 -1.7035 5.3200 -17.5241
C43 -10.1253 6.3365 -17.0508
H114 -1.3271 2.5617 -15.1874
H115 -4.2323 3.7191 -16.1149
H116 -8.7817 -1.8948 -15.3519
H117 -2.3644 -2.1393 -21.6749
O11 -7.1934 -3.0576 -18.0003

Summary:
Highest occupied orbital energy, Eh: -0.294
Orbital gap, eV: 8.0
Total charge: 0
Max |F|, Eh/bohr: 0.0464
Energy relative to the best compared isomer or geometry (same formula, charge and spin), kJ/mol: 0.0

Atomic partial charges in e from the Löwdin method, atoms 1 to 4: H 0.122; O -0.177; C -0.216; H 0.080

=====

[5]
This record from OMol25 describes 11 unconnected molecules or ions with the total composition C44H65N11 in a non-equilibrium geometry. The level of theory is ωB97M-V with the def2-TZVPD basis set.

Atoms and positions in Å:
H1 26.6699 17.6968 25.7076
C1 28.6749 15.2929 30.3623
C2 31.0898 17.0101 35.0249
H2 26.8700 18.9178 24.5336
H3 31.8305 15.5462 30.3235
N1 30.6297 23.7013 34.6027
C3 33.2620 20.2122 40.1078
C4 30.4247 20.9082 30.9776
C5 32.7657 22.8220 27.9637
C6 25.0070 18.0716 29.5127
H4 25.2767 15.4000 33.3374
H5 26.0060 19.3054 27.4629
H6 28.7302 21.0752 36.0701
H7 32.2825 24.3891 26.5390
H8 29.5828 23.9900 36.4572
H9 31.9076 19.6462 38.5024
C7 33.4112 20.9117 37.6811
C8 23.7386 18.0481 33.0676
H10 27.6473 15.6070 30.2775
C9 32.6592 21.0144 36.4289
N2 29.7913 16.2345 33.4122
C10 34.1848 17.9469 30.9680
C11 30.3734 20.6029 32.3243
H11 29.5896 15.8382 32.5046
C12 34.2246 22.6045 27.5841
H12 31.0591 21.0376 33.0329
C13 24.7956 17.8189 34.0529
C14 31.0044 24.5433 33.5787
H13 24.4305 19.5691 24.8046
C15 25.9021 16.0329 32.7006
N3 32.0657 21.1041 35.4531
C16 28.9012 19.2805 31.2384
H14 31.1948 13.3351 31.1769
H15 24.6736 17.9505 24.2010
C17 27.6354 19.8999 37.4809
H16 32.6126 22.6568 29.0358
N4 26.6787 16.5195 37.3019
H17 28.3300 15.2352 34.6071
H18 31.0034 21.6175 30.4109
H19 25.3885 16.0985 31.7384
C18 29.0947 14.0134 30.8220
H20 29.2689 19.0350 33.3854
C19 29.7756 16.0356 30.0385
C20 29.4367 19.5669 32.4614
N5 34.8241 23.6376 25.2593
C21 29.9677 16.3764 35.6067
C22 29.2462 15.8004 34.5878
C23 32.4680 20.5175 38.8445
H21 32.7362 24.9692 28.1301
H22 25.2664 19.0090 29.9820
C24 26.3545 19.0978 37.6494
H23 30.8910 26.7140 33.4003
C25 23.5298 16.6772 28.5934
H24 27.5544 20.8121 38.0866
H25 24.9482 18.7522 34.5999
H26 29.5098 26.5790 35.6710
H27 32.6186 19.7759 40.8682
H28 33.7295 21.1116 40.5110
H29 29.9165 17.0043 29.5925
H30 34.8672 23.0469 28.3463
N6 30.8623 15.2749 30.3779
H31 25.9587 19.2095 38.6592
C26 30.4709 14.0359 30.7967
C27 26.5405 17.6483 37.4630
C28 27.9404 19.7030 26.9820
H32 31.5521 17.1984 32.8125
H33 26.3842 18.1267 32.6098
H34 28.2912 18.4922 30.8310
H35 31.7753 21.3562 38.9305
H36 31.9414 17.4780 35.4932
C29 26.2720 18.6752 25.4149
C30 26.5284 19.6381 26.5659
H37 24.4726 17.0446 34.7488
C31 30.0133 24.4304 35.5713
C32 25.7331 17.0589 28.9323
C33 24.7917 18.5741 25.0844
H38 28.4694 19.4534 38.0377
H39 28.3770 13.2439 31.0475
N7 23.6786 17.8320 29.3224
H40 32.1170 22.0270 27.5756
C34 32.1775 24.1898 27.6042
H41 29.7346 16.2230 36.6491
H42 25.0205 15.2090 27.9250
N8 29.5300 20.1185 30.3411
C35 24.7733 16.1212 28.4447
H43 25.6174 19.4002 36.9036
N9 33.9520 16.8062 29.0856
H44 33.8164 21.9146 37.8401
C36 26.0935 17.3851 33.3565
C37 32.9210 18.2853 30.3904
H45 28.6465 19.3941 35.6385
C38 32.8202 17.5765 29.2305
H46 26.8291 15.4917 32.5127
H47 22.9315 18.3784 29.7130
H48 34.5571 18.2894 31.9184
C39 28.0598 20.2157 36.0519
H49 34.2260 20.1974 37.5774
C40 34.5710 23.1993 26.2878
H50 29.4821 20.1027 29.3324
H51 26.8885 17.3473 34.1032
H52 26.8063 17.0357 28.8465
C41 30.6311 25.8062 33.9212
H53 27.1947 20.4328 35.4262
H54 31.1404 24.2345 27.9261
C42 30.9485 16.9203 33.6600
H55 35.7321 16.5392 30.2554
H56 34.0696 19.5245 39.8529
H57 26.3241 20.6834 26.3121
H58 32.0352 17.4577 28.5003
H59 24.2154 18.2414 25.9451
H60 31.3614 24.0837 32.6722
N10 29.0378 19.6564 27.3158
C43 34.8000 17.0631 30.1276
H61 34.4711 21.5477 27.4726
H62 32.1780 18.9236 30.8448
C44 30.0006 25.7435 35.2034
H63 22.5576 16.2354 28.4523
N11 22.9598 18.1560 32.2338
H64 30.5747 22.6982 34.5447
H65 34.0314 16.1252 28.3530

Summary:
Highest occupied orbital energy, Eh: -0.285
Orbital gap, eV: 8.3
Total charge: 0
Max |F|, Eh/bohr: 0.0275
Energy relative to the best compared isomer or geometry (same formula, charge and spin), kJ/mol: 0.0

Atomic partial charges in e from the Löwdin method, atoms 1 to 4: H 0.111; C -0.139; C -0.115; H 0.113